{"formula": "C7H10N3OP", "method": "ωB97M-V/def2-TZVPD", "elements": ["C", "C", "C", "C", "C", "C", "C", "N", "N", "N", "O", "P", "H", "H", "H", "H", "H", "H", "H", "H", "H", "H"], "xyz": [[2.3342, 1.0369, 0.6873], [1.6634, 1.9628, -1.0667], [-3.2706, 2.2721, -0.0007], [-1.9569, 2.1342, 0.0032], [0.4164, -2.2978, 1.0442], [0.5844, -1.5414, -0.3113], [0.3433, -0.1151, -0.2623], [3.0809, 2.0783, 0.5440], [2.6549, 2.6632, -0.6118], [1.3732, 0.8754, -0.2497], [-2.3614, -0.6110, -0.3436], [-1.2736, 0.3913, -0.3337], [2.3645, 0.2940, 1.4774], [1.2207, 2.3031, -2.1015], [-3.7274, 3.1867, 0.3524], [-3.7773, 1.4549, -0.4539], [-1.2457, 3.0628, 0.0743], [-0.6348, -2.3309, 1.2964], [1.0559, -1.7790, 1.6735], [0.8710, -3.2520, 1.1392], [1.5427, -1.8023, -0.8514], [-0.2037, -1.9962, -0.9627]], "forces_ev_per_a": [[-0.22, -1.61, 2.01], [-1.14, 1.05, -2.96], [0.77, -0.04, -0.21], [3.13, 0.97, -0.55], [0.06, 0.76, -1.54], [0.09, -3.44, -1.38], [-1.73, 2.95, -0.27], [0.20, -0.34, -0.03], [-0.26, 0.22, -0.21], [0.55, 1.18, -1.09], [0.08, 0.17, -0.33], [-0.01, 0.64, 0.78], [0.31, 0.37, 0.13], [0.41, -1.35, 2.43], [-0.19, -0.02, -0.38], [-1.18, -0.55, 0.43], [-1.18, -2.17, 0.44], [0.01, 0.18, 0.47], [0.45, 1.43, 2.10], [0.01, -1.32, -0.84], [-0.76, 0.49, 0.78], [0.58, 0.42, 0.20]], "relative_energy_ev": 0.352, "homo_lumo_gap_ha": 0.3044, "energy_ha": -853.4808, "lumo_ev": -0.586, "homo_energy_ev": -8.87}

{"formula": "C7H10N4OS2", "method": "ωB97M-V/def2-TZVPD", "elements": ["C", "C", "C", "C", "C", "C", "C", "N", "N", "N", "N", "O", "S", "S", "H", "H", "H", "H", "H", "H", "H", "H", "H", "H"], "xyz": [[-1.8116, -0.1821, -0.4751], [-0.6401, -0.6752, 0.0044], [-1.9543, 1.1697, -0.5895], [0.2401, 1.5632, -0.1031], [2.9095, -0.6883, 0.8122], [-0.4245, -2.1472, 0.1982], [-3.2818, 1.7292, -0.9592], [-0.9870, 2.0375, -0.4305], [0.3136, 0.2513, 0.2404], [2.3789, -0.9964, 2.0815], [2.0118, -0.6335, -0.2221], [4.1063, -0.6193, 0.5957], [1.6013, 2.5928, 0.1237], [2.4655, -0.0367, -1.6385], [-2.6417, -0.9284, -0.7967], [-0.9868, -2.4267, 1.0384], [0.6574, -2.3548, 0.4449], [-0.7409, -2.6685, -0.6303], [-4.0450, 0.9781, -0.7207], [-3.3263, 2.0298, -2.0260], [-3.4480, 2.6515, -0.3497], [1.4219, -0.8490, 2.1437], [3.0538, -0.9609, 2.7484], [3.1280, 1.1641, -1.4901]], "forces_ev_per_a": [[-1.66, -3.47, -0.43], [0.22, 0.42, -0.88], [-0.62, 1.86, -0.74], [0.54, 1.04, 1.20], [1.48, -0.23, 3.13], [2.88, 1.84, 1.67], [-0.62, 0.79, 0.27], [0.58, 0.06, -0.17], [2.39, -1.99, 0.30], [0.33, 0.03, -5.39], [-2.04, 1.43, -1.40], [-0.73, -0.07, 0.25], [-1.01, -0.94, -0.44], [-0.01, 0.06, -1.19], [1.40, 1.56, 0.84], [-0.95, -0.64, 1.18], [-1.32, 0.05, -0.51], [-0.62, -1.22, -1.88], [-0.06, 0.40, -0.29], [0.03, -0.29, 0.57], [0.02, -0.73, -0.54], [-1.61, 0.41, 1.01], [1.59, 0.21, 2.66], [-0.22, -0.58, 0.75]], "relative_energy_ev": 0.386, "homo_lumo_gap_ha": [0.2315, 0.2316], "energy_ha": -1363.2734, "lumo_ev": [-1.859, -1.857], "homo_energy_ev": [-8.16, -8.16]}

{"formula": "C7H10N4S", "method": "ωB97M-V/def2-TZVPD", "elements": ["C", "S", "C", "N", "C", "N", "C", "C", "C", "N", "C", "N", "H", "H", "H", "H", "H", "H", "H", "H", "H", "H"], "xyz": [[2.2050, 2.9105, -1.1905], [2.1727, 1.5600, 0.1905], [0.3573, 1.3683, -0.0677], [0.0187, 1.1460, -1.4708], [-0.2911, 0.0068, -1.9975], [-0.8060, -0.9545, -1.1976], [-0.8553, -0.8546, 0.2716], [-0.9522, -1.8202, 1.2362], [-1.3927, -3.2667, 1.2493], [-0.6309, -1.1663, 2.4690], [-0.2701, 0.0245, 2.2286], [-0.3331, 0.3524, 0.8345], [1.6018, 3.8931, -1.0612], [2.0335, 2.7114, -2.4287], [3.3357, 3.1416, -1.1013], [0.1520, 2.4042, 0.1471], [-0.3309, 0.0712, -3.0400], [-1.3564, -1.7049, -1.7547], [-2.2860, -3.3952, 2.0144], [-0.2995, -3.7349, 1.5763], [-1.8312, -3.5887, 0.2726], [-0.2411, 0.8959, 2.8198]], "forces_ev_per_a": [[1.93, 0.95, -2.12], [-0.58, 0.85, -2.30], [-1.30, -1.26, -0.38], [1.76, 0.23, 0.07], [-0.71, 3.10, 4.31], [-1.66, -3.40, -0.80], [1.96, 0.68, -2.13], [-0.61, 1.73, 0.84], [0.95, 0.16, 1.37], [-0.87, -1.95, -0.31], [-0.13, 1.73, -3.38], [-0.31, -1.55, -0.36], [0.87, -1.88, 0.60], [0.34, -0.45, 3.86], [-1.84, 0.14, -0.28], [-1.34, 0.01, 0.40], [-0.36, -1.10, -1.55], [1.36, 1.52, 2.10], [2.28, 0.03, -1.18], [-3.39, 0.09, -0.82], [0.97, 0.04, 0.67], [0.67, 0.33, 1.39]], "smiles": "CS[C@H]1N=CNc2c(C)ncn21", "relative_energy_ev": 1.646, "homo_lumo_gap_ha": 0.3203, "energy_ha": -889.8228, "lumo_ev": 0.590, "homo_energy_ev": -8.13}